2 unconnected molecules or ions with the total composition C7H8IO2P, computed with wB97M-V/def2-TZVPD.

XYZ file:
```
19
Properties=species:S:1:pos:R:3:forces:R:3:mulliken_charge:R:1
C 2.84081 2.18954 0.11072 0.11 -1.49 -0.12 -0.2494
C 2.59039 1.11361 -0.73147 -0.46 -0.98 0.23 -0.3925
C 1.92356 2.56654 1.04869 -1.28 2.98 -0.11 -0.4138
C 1.34623 0.43636 -0.61495 -0.18 -0.09 -0.02 -0.2197
C 0.58857 2.04426 1.03023 0.18 1.05 1.04 -0.4413
C 0.37860 0.99071 0.20439 0.86 -0.30 -0.14 0.1887
C -2.08140 -3.43090 -0.69511 -1.26 0.63 -1.56 -0.4954
O -2.70257 -1.46855 1.61104 -0.03 -0.57 2.46 -0.4885
O -2.25649 -1.98431 -0.80535 0.22 1.64 0.34 -0.2389
P -2.30707 -0.82212 0.38844 -0.26 -1.23 -3.12 0.5037
I -4.30426 0.67568 -0.29056 0.49 -0.14 -0.10 -0.0562
H 3.83008 2.59554 0.13890 0.30 0.47 -0.20 0.3606
H 3.43704 0.78384 -1.34019 -0.66 -0.27 -0.08 0.3148
H 2.20154 3.60030 1.46716 -0.92 -1.88 0.31 0.2288
H 1.04381 -0.53355 -1.02092 0.76 0.38 -0.58 0.3275
H -0.23266 2.47343 1.63906 0.80 -0.24 -0.33 0.3407
H -3.06127 -3.90626 -0.45430 0.68 0.44 0.03 0.2514
H -1.38046 -3.60094 0.11452 0.37 -0.58 -0.43 0.2713
H -1.85444 -3.72319 -1.80028 0.27 0.18 2.36 0.2082
```
Positions in Å, forces in eV/Å.

Properties
HOMO-LUMO gap (alpha / beta) = 0.2443 / 0.3045 Eh
relative energy (zero: lowest compared OMol25 entry of this formula, charge and spin) = 3.5561 eV
charge = 0